(1)
The molecule C6H7FO at a distorted geometry. Source: the OMol25 dataset; level of theory: ωB97M-V/def2-TZVPD.

Geometry (Å):
C -2.0327 -1.2587 0.6937
C -2.2507 -0.0707 -0.1222
C -0.9304 0.6589 -0.1814
O -0.9471 1.8772 -0.1117
C 0.3876 -0.0966 -0.1602
C 0.7119 -1.2936 -0.7743
C 1.6525 0.6660 0.2865
F 2.6772 -0.3349 0.2679
H -1.1072 -1.4081 1.2659
H -2.8863 -1.9060 0.6852
H -3.0935 0.1958 -0.7991
H -0.0290 -1.8902 -1.3777
H 1.8717 -1.1508 -0.7590
H 1.8393 1.4880 -0.3133
H 1.6580 1.0364 1.3273

Forces on the atoms, in the same order (eV/Å):
C -2.135 4.262 -3.219
C 3.210 -4.719 2.024
C -0.818 0.955 0.733
O 0.756 -0.196 -0.369
C 0.243 -1.207 -1.311
C 0.002 3.160 0.043
C -1.081 -2.229 2.414
F 0.755 2.148 0.484
H -0.744 -0.056 -0.481
H -0.064 -0.663 0.748
H 0.647 -0.347 1.035
H 1.170 0.505 0.977
H -2.434 -2.624 -1.090
H 0.885 1.318 -1.599
H -0.392 -0.308 -0.389

HOMO-LUMO gap   9.76 eV
Energy relative to the best compared isomer or geometry (same formula, charge and spin)   3.4478 eV
Molar mass   114.119 g/mol
E_LUMO   0.0033 Eh

=====

(2)
A structure of composition CH7NO at a distorted geometry. Source: the OMol25 dataset; level of theory: ωB97M-V/def2-TZVPD.

Geometry (Å):
C -1.2983 -0.6363 0.0126
H -1.0541 1.2414 -0.8451
H -1.3317 1.0689 0.9179
H -1.4036 -1.1273 1.1072
H -2.4051 -0.7097 -0.4951
H -0.3331 -1.3873 -0.5805
H 2.1541 0.7073 -0.0475
H 3.7305 0.3599 -0.3262
N -0.8022 0.7106 0.1169
O 2.7435 -0.2276 0.1397

Forces on the atoms, in the same order (eV/Å):
C 0.477 -3.943 -0.414
H 0.600 -1.309 3.325
H 0.305 0.840 -0.775
H 0.312 1.164 -2.543
H 2.838 -0.239 0.921
H -3.463 2.161 1.569
H 1.718 -4.136 1.048
H -4.305 -3.206 2.266
N -0.955 1.377 -2.112
O 2.473 7.291 -3.285

HOMO-LUMO gap   10.13 eV
Energy relative to the best compared isomer or geometry (same formula, charge and spin)   3.2185 eV
Molar mass   49.073 g/mol
E_LUMO   0.0253 Eh

=====

(3)
A cluster of 11 separate species, C45H94NO20P in total. Source: the OMol25 dataset; level of theory: ωB97M-V/def2-TZVPD.

Geometry (Å):
C -3.5774 3.6920 0.2728
C -2.2826 3.5447 1.0409
O -1.2361 2.9822 0.2388
C -0.5064 3.6989 -0.6287
C -0.8748 5.1378 -0.9189
O 0.4067 3.1529 -1.1960
H -3.4753 4.3679 -0.5699
H -4.3634 4.0826 0.9168
H -3.8920 2.7232 -0.1173
H -1.9531 4.4866 1.4825
H -2.4058 2.8372 1.8588
H -1.4268 5.1657 -1.8562
H 0.0458 5.7042 -1.0404
H -1.4727 5.6168 -0.1484
C -7.5451 3.7300 -4.3120
C -7.8893 4.9723 -3.5201
O -7.0583 5.1197 -2.3552
C -5.8247 5.6433 -2.3920
C -5.1799 5.9789 -3.7207
O -5.2337 5.7973 -1.3519
H -6.5247 3.7580 -4.6955
H -8.2285 3.6268 -5.1534
H -7.6313 2.8478 -3.6775
H -7.8576 5.8771 -4.1275
H -8.9003 4.8869 -3.1353
H -4.4932 5.1746 -3.9790
H -4.6098 6.8963 -3.5971
H -5.8785 6.1211 -4.5400
C -3.0199 -10.3317 2.1588
C -1.5164 -10.5034 2.1083
O -0.9250 -9.7382 1.0472
C -0.6492 -8.4357 1.1816
C -1.0677 -7.6441 2.3935
O -0.0855 -7.8419 0.2945
H -3.3021 -9.2995 2.3655
H -3.4414 -10.9654 2.9390
H -3.4643 -10.6068 1.2016
H -1.0376 -10.2798 3.0566
H -1.2727 -11.5348 1.8698
H -1.9563 -7.0761 2.1281
H -0.2654 -6.9408 2.5954
H -1.2573 -8.2085 3.3042
C 3.1652 -3.7070 -3.1596
C 3.4523 -3.9452 -1.6919
O 2.2787 -3.8794 -0.8837
C 1.4202 -4.9153 -0.7346
C 1.5861 -6.1712 -1.5627
O 0.5297 -4.7708 0.0621
H 2.5062 -4.4716 -3.5692
H 4.0928 -3.7095 -3.7320
H 2.6731 -2.7436 -3.2911
H 3.9832 -4.8833 -1.5189
H 4.0847 -3.1443 -1.3131
H 0.8597 -6.1491 -2.3730
H 1.3629 -7.0220 -0.9158
H 2.5827 -6.2945 -1.9826
C -12.4870 2.1125 -1.3036
C -12.5141 3.6011 -1.5809
O -11.5452 3.9915 -2.5595
C -11.7486 3.8836 -3.8877
C -12.9864 3.1923 -4.4153
O -10.9007 4.3136 -4.6251
H -12.7374 1.5294 -2.1893
H -13.1995 1.8621 -0.5180
H -11.4908 1.8105 -0.9822
H -13.5053 3.9548 -1.8673
H -12.2279 4.1486 -0.6859
H -12.7125 2.1801 -4.7062
H -13.3200 3.7285 -5.2996
H -13.8146 3.1462 -3.7133
C -1.2112 -16.1765 4.3110
C -1.2872 -15.1434 3.2062
O -1.1321 -13.8080 3.6963
C 0.0721 -13.2487 3.9465
C 1.3316 -14.0821 3.8517
O 0.1024 -12.0931 4.2744
H -0.2396 -16.1729 4.8038
H -1.3856 -17.1739 3.9080
H -1.9648 -15.9682 5.0698
H -0.5750 -15.3382 2.4033
H -2.2792 -15.1530 2.7597
H 1.6258 -14.3689 4.8594
H 2.1143 -13.4599 3.4263
H 1.2403 -14.9770 3.2419
C 3.9209 2.0205 -1.9957
C 3.5794 3.2122 -1.1278
O 4.4029 3.2766 0.0477
C 5.6450 3.8013 0.0456
C 6.2820 4.2293 -1.2597
O 6.2274 3.8964 1.0948
H 4.9455 2.0643 -2.3676
H 3.2469 1.9739 -2.8507
H 3.8187 1.1023 -1.4182
H 3.6251 4.1536 -1.6783
H 2.5652 3.1068 -0.7621
H 6.9806 3.4582 -1.5784
H 6.8346 5.1481 -1.0820
H 5.5773 4.4219 -2.0635
C 3.7372 8.0898 -2.1212
C 5.0824 7.9299 -1.4495
O 6.1012 7.4783 -2.3494
C 6.7703 8.2951 -3.1886
C 6.3376 9.7394 -3.3300
O 7.6754 7.8378 -3.8334
H 3.7571 8.8508 -2.9007
H 2.9957 8.3816 -1.3785
H 3.4261 7.1538 -2.5883
H 5.3946 8.8397 -0.9372
H 5.0240 7.1460 -0.6957
H 5.7450 9.8293 -4.2384
H 7.2310 10.3487 -3.4374
H 5.7610 10.1250 -2.4925
C 1.2840 8.1012 2.9903
C 2.7687 8.0491 2.6952
O 3.1145 8.7729 1.5089
C 3.3014 10.1097 1.4818
C 2.9980 10.9459 2.7053
O 3.6779 10.6033 0.4521
H 0.9415 9.1188 3.1763
H 1.0528 7.4978 3.8678
H 0.7200 7.7156 2.1412
H 3.3739 8.3889 3.5362
H 3.0683 7.0251 2.4831
H 2.0244 11.4118 2.5661
H 3.7497 11.7277 2.7730
H 2.9957 10.3951 3.6421
C 6.2900 -1.4277 0.2919
C 6.8844 -2.7551 -0.1326
O 7.5929 -2.6617 -1.3696
C 8.8672 -2.2172 -1.4613
C 9.5575 -1.6468 -0.2396
O 9.4086 -2.2563 -2.5318
H 7.0591 -0.6772 0.4710
H 5.7093 -1.5458 1.2074
H 5.6359 -1.0442 -0.4916
H 7.5145 -3.1956 0.6412
H 6.0827 -3.4642 -0.3255
H 9.5227 -0.5610 -0.3049
H 10.5972 -1.9614 -0.2641
H 9.1318 -1.9563 0.7114
C -1.0072 0.2121 3.5411
C -0.0934 0.1736 2.3170
C 0.0744 -1.2063 1.6797
C 1.3545 -1.9381 2.0821
C 1.2298 -3.4012 2.5459
P -0.1319 -3.9094 3.6754
N -1.4121 -4.3674 2.5852
H -1.6590 -0.6409 3.6001
H -0.4463 0.3170 4.4477
H -1.6410 1.0801 3.4896
H -0.4856 0.8394 1.5713
H 0.8783 0.5235 2.6052
H -0.7985 -1.8180 1.8272
H 0.1441 -1.0331 0.6224
H 1.8835 -1.3936 2.8418
H 2.0066 -1.9427 1.2269
H 2.1269 -3.6445 3.0844
H 1.2208 -4.0392 1.6790
H -0.6042 -2.6479 4.0885
H -1.9536 -3.5599 2.2932
H -0.9704 -4.7072 1.7315

Forces on the atoms, in the same order (eV/Å):
C 0.140 -0.163 -0.083
C -0.208 0.090 0.058
O 0.135 -0.105 0.045
C -0.036 -0.024 -0.189
C 0.132 0.051 0.313
O -0.177 0.120 0.046
H -0.029 0.124 0.006
H -0.018 0.022 0.008
H -0.016 -0.024 0.068
H 0.006 0.024 -0.033
H 0.072 -0.050 -0.004
H -0.028 0.000 -0.042
H 0.031 -0.063 -0.120
H -0.072 -0.049 -0.056
C 0.161 -0.016 0.038
C -0.069 -0.094 -0.120
O 0.002 0.081 0.081
C 0.088 -0.071 0.035
C -0.219 0.208 0.002
O -0.063 0.051 -0.179
H 0.006 0.046 -0.044
H -0.055 0.006 0.023
H -0.059 -0.009 0.001
H 0.054 0.004 -0.011
H -0.009 0.038 0.080
H 0.030 -0.036 -0.005
H 0.088 -0.059 0.082
H -0.004 -0.094 -0.002
C -0.011 0.114 -0.104
C -0.213 0.007 0.069
O 0.131 0.007 -0.181
C 0.019 0.645 0.133
C 0.099 -0.389 0.356
O -0.073 -0.705 -0.185
H 0.024 0.013 0.072
H 0.017 -0.026 0.007
H 0.002 -0.053 0.010
H 0.015 0.048 0.034
H 0.070 -0.024 -0.039
H -0.029 0.082 0.059
H -0.062 0.108 -0.020
H -0.092 -0.076 -0.097
C -0.153 -0.031 0.006
C 0.177 -0.006 -0.189
O -0.112 -0.011 0.157
C 0.014 -0.103 -0.198
C 0.381 0.022 0.354
O -0.194 -0.197 -0.599
H 0.029 -0.060 -0.008
H 0.020 0.019 0.024
H 0.041 0.036 0.003
H -0.033 -0.016 -0.035
H -0.018 0.024 0.051
H -0.071 -0.008 0.005
H -0.113 0.217 -0.212
H -0.081 0.091 -0.059
C 0.086 -0.023 -0.128
C -0.112 -0.091 0.106
O 0.067 0.079 -0.070
C 0.068 -0.076 -0.065
C -0.134 0.245 0.154
O -0.092 -0.049 0.027
H -0.067 0.010 -0.018
H 0.000 0.017 0.025
H 0.001 0.014 0.051
H -0.009 -0.036 -0.031
H 0.037 0.052 -0.008
H 0.021 -0.043 -0.020
H 0.107 -0.035 -0.077
H 0.057 -0.067 0.031
C 0.054 0.097 0.090
C 0.005 -0.159 -0.015
O -0.001 0.128 -0.032
C 0.070 0.041 0.108
C -0.103 -0.027 -0.290
O 0.023 -0.159 0.016
H 0.051 -0.021 -0.042
H -0.022 -0.004 -0.018
H -0.042 -0.018 -0.020
H 0.033 -0.013 0.027
H -0.025 0.052 -0.018
H 0.017 -0.002 0.049
H 0.007 0.086 0.108
H -0.038 -0.022 0.081
C 0.196 -0.004 0.014
C 0.003 -0.103 -0.120
O 0.013 0.090 0.081
C 0.080 -0.014 -0.064
C -0.258 0.220 0.058
O -0.051 -0.027 -0.068
H -0.006 0.049 -0.045
H -0.045 -0.003 0.019
H -0.072 -0.031 0.010
H 0.053 -0.007 -0.006
H 0.003 0.038 0.119
H 0.034 -0.038 0.010
H 0.117 -0.063 0.037
H 0.032 -0.087 -0.028
C -0.041 -0.026 -0.133
C -0.136 0.083 0.100
O 0.136 -0.156 -0.052
C -0.018 0.079 -0.087
C 0.082 0.013 0.320
O -0.104 0.039 0.066
H 0.016 0.072 0.038
H 0.007 0.016 0.020
H 0.022 -0.040 0.051
H -0.037 0.036 -0.030
H 0.052 -0.019 0.023
H -0.019 0.001 -0.048
H 0.034 -0.048 -0.127
H -0.057 -0.057 -0.048
C -0.015 0.117 -0.096
C -0.073 -0.089 0.144
O 0.064 0.061 -0.098
C -0.036 -0.013 -0.056
C 0.217 -0.187 0.109
O -0.005 -0.002 0.055
H 0.025 0.026 0.057
H 0.014 -0.030 -0.001
H 0.004 -0.053 0.003
H -0.027 0.039 0.010
H 0.050 -0.010 -0.038
H -0.041 0.027 -0.015
H -0.041 0.067 -0.112
H -0.080 -0.025 -0.043
C 0.080 0.059 -0.061
C -0.089 0.133 0.199
O 0.038 -0.092 -0.125
C 0.073 0.085 -0.023
C -0.065 -0.285 0.095
O -0.072 0.000 0.112
H 0.022 -0.006 0.054
H -0.020 -0.012 -0.021
H -0.048 -0.014 0.012
H 0.040 0.042 0.005
H 0.044 -0.091 -0.062
H 0.001 0.050 -0.007
H 0.035 0.072 -0.114
H -0.059 0.069 -0.033
C 0.149 0.372 -0.401
C -0.558 -0.683 0.229
C 0.582 0.367 -0.056
C -0.384 -0.658 0.134
C -0.051 0.929 0.329
P 0.271 -0.744 0.114
N -0.159 0.467 -0.180
H -0.229 -0.474 0.096
H 0.265 -0.234 0.669
H -0.382 0.472 0.050
H -0.096 0.430 -0.365
H 0.599 0.434 -0.021
H -0.430 -0.226 0.177
H -0.131 -0.083 -0.696
H 0.139 0.446 0.563
H 0.488 0.011 -0.438
H 0.640 -0.185 0.336
H -0.237 -0.261 0.069
H -0.103 0.180 -0.101
H -0.037 -0.076 -0.040
H -0.134 -0.148 0.035

HOMO-LUMO gap   8.03 eV
Molar mass   1000.208 g/mol
E_LUMO   0.0174 Eh

=====

(4)
The molecule C4H8N2 at a distorted geometry. Source: the OMol25 dataset; level of theory: ωB97M-V/def2-TZVPD.

Geometry (Å):
C -0.6760 1.5133 -0.1154
N -1.6559 0.6856 0.0149
C -1.2377 -0.6989 0.2924
C 0.0898 -1.0647 -0.3656
C 1.2047 -0.1290 0.1911
N 0.6566 1.2240 0.1718
H -0.6966 2.5874 -0.2928
H -1.2693 -0.9880 1.2805
H -1.9144 -1.4072 -0.3054
H 0.4180 -1.9856 0.1304
H -0.0268 -1.0444 -1.4409
H 2.1354 -0.2929 -0.5428
H 1.5699 -0.4540 1.2166
H 1.4023 2.0544 -0.2349

Forces on the atoms, in the same order (eV/Å):
C 0.621 -1.296 1.119
N 0.863 0.858 -0.159
C -0.854 -0.464 -4.536
C 1.208 0.450 2.907
C 1.122 -0.722 -1.803
N 3.674 3.222 -1.770
H -1.137 -0.140 -0.274
H -0.144 -0.234 2.379
H 0.109 1.104 1.247
H -0.417 -0.643 -1.181
H 0.408 -0.215 -0.118
H -1.789 0.848 1.612
H -0.680 0.506 -1.093
H -2.982 -3.274 1.671

HOMO-LUMO gap   9.52 eV
Energy relative to the best compared isomer or geometry (same formula, charge and spin)   1.6149 eV
Molar mass   84.122 g/mol
E_LUMO   0.0281 Eh